Here is a molecular structure, C23H43Cl3N3O4SiV from the OMol25 dataset. Energies are from the ωB97M-V functional and the def2-TZVPD basis.

Properties
2S+1: 4
Lowest unoccupied orbital energy (spin up / spin down): 2.55 / 2.54 eV
⟨S²⟩: 3.76
Total charge: -1
E: -108348.8912 eV

Geometry as XYZ:
```
78
C23H43Cl3N3O4SiV (the ωB97M-V functional and the def2-TZVPD basis)
C 3.2435 -2.3328 -2.4715
C 2.6392 -1.6125 -3.6490
H 3.1378 -3.4247 -2.5786
H 2.7622 -1.9997 -1.5375
H 4.3273 -2.1287 -2.3811
C 2.6562 -2.0992 -4.8911
C 3.2032 -3.4254 -5.2738
H 2.3199 -1.4713 -5.7162
H 2.8224 -4.2220 -4.6254
H 4.3006 -3.4489 -5.2388
H 2.8991 -3.6694 -6.2929
V 0.6401 0.0589 2.8374
Cl 2.1071 0.5187 1.1196
C -0.2015 2.6596 1.9293
O -0.6645 1.5468 2.2977
N -0.9744 3.6140 1.4062
C -2.3781 3.3088 1.1507
C -0.4186 4.7448 0.6692
H 0.8700 2.8826 2.0193
H -2.8314 2.9240 2.0721
H -2.4728 2.5347 0.3746
H -2.8554 4.2413 0.8367
H 0.4905 5.0882 1.1696
H -1.1630 5.5462 0.6413
H -0.1494 4.4777 -0.3663
H -3.3947 1.9175 6.5598
H -1.3926 1.9375 8.4737
C -3.1585 0.8408 6.5427
C -1.3691 0.8609 8.2336
N -1.7498 0.6168 6.8482
H -3.4128 0.4226 5.5637
C -0.8347 0.3479 5.8887
O -1.0896 0.1459 4.6880
H -0.3547 0.4796 8.3920
H 0.2057 0.3333 6.2615
H -3.7466 0.3664 7.3411
H -2.0878 0.3534 8.8961
H 0.2101 -4.6679 3.7263
H 0.4364 -3.3354 1.0132
C -0.8262 -4.6286 3.3745
C -0.6136 -3.6480 1.1244
N -1.0606 -3.4941 2.5049
H -1.4865 -4.5651 4.2497
C -1.0772 -2.2555 3.0320
O -0.9207 -1.2211 2.3422
H -1.2503 -3.0465 0.4780
H -1.1968 -2.1855 4.1204
H -1.0429 -5.5440 2.8153
H -0.7077 -4.7026 0.8764
O 1.0750 -0.3961 -2.2853
C 2.0386 -0.2558 -3.3331
C 0.4598 0.0762 -5.2988
C 1.5425 0.5281 -4.5392
H -0.0421 -0.8536 -5.0187
C 0.0050 0.8163 -6.4020
H 2.8706 0.3110 -2.8970
C 2.1780 1.7267 -4.8863
H -0.8747 0.4756 -6.9572
C 0.6924 1.9714 -6.7861
C 1.7750 2.4165 -6.0346
H 2.9869 2.0867 -4.2432
H 0.3805 2.5102 -7.6798
H 2.3303 3.3013 -6.3401
Si -0.4082 0.2862 -1.8662
Cl 1.7444 -1.9013 3.4529
C -1.7994 -0.4543 -2.8788
C -0.3131 2.1524 -2.0595
C -0.8267 -0.3335 -0.1846
H -1.8798 -0.1159 -3.9199
H -2.7334 -0.1807 -2.3563
H -1.7220 -1.5532 -2.8887
H -0.5832 -1.3805 -0.0675
H -1.8540 -0.1757 0.1489
H -0.1729 0.2093 0.5046
H -0.1725 2.4428 -3.1121
H 0.5247 2.5814 -1.4881
H -1.2538 2.6173 -1.7195
Cl 1.6433 1.4511 4.2881
```


Here is a molecular structure, C23H43ClN2O7S from the OMol25 dataset. Energies are from the ωB97M-V functional and the def2-TZVPD basis.

Properties
Lowest unoccupied orbital energy: -1.87 eV
E: -65210.2143 eV

Geometry as XYZ:
```
77
C23H43ClN2O7S (the ωB97M-V functional and the def2-TZVPD basis)
C 3.3108 3.4952 2.7420
C 3.5260 2.1170 3.4358
C 3.0466 0.8908 2.5838
O 2.2386 1.2338 1.4589
C 0.8631 0.9797 1.6893
C 0.0107 0.9612 0.4101
N 0.1273 2.0818 -0.5659
C 0.7587 3.3808 -0.2835
C 0.3865 4.5015 -1.2975
C -0.4172 1.7597 -1.6768
C -0.9561 0.2737 -1.5868
C -1.0269 -0.2441 -3.0657
C -1.1753 -1.7733 -3.2324
O -1.9937 -1.9498 -4.4223
C -2.4608 0.1745 -1.1263
C -3.2296 1.5176 -1.4539
C -4.7367 1.2534 -1.1429
S -5.4424 2.4303 0.0404
O -4.5678 3.5375 0.3251
O -6.6936 2.9194 -0.4960
O -5.8054 1.6833 1.4316
C 0.1479 -0.2543 -0.6066
C -0.3670 -1.4815 0.2294
C 0.7399 -2.2447 1.0252
C 0.2065 -2.5853 2.4533
O 1.2223 -3.1304 3.2842
C 0.8998 -4.5388 3.4361
C 1.2226 -5.4318 2.2161
O 0.3971 -4.9774 4.4132
N 1.5459 -0.1548 -0.9906
C 1.9567 -0.9022 -1.9565
C 2.0109 -2.4370 -1.9893
C 2.5229 -0.1796 -3.2193
H 2.2683 3.8139 2.9485
H 3.5394 3.4624 1.6655
H 3.9449 4.2293 3.2789
H 2.9569 2.1212 4.3906
H 4.5774 1.9221 3.7237
H 3.9583 0.4043 2.1762
H 2.5917 0.1512 3.2704
H 0.4908 1.8467 2.2989
H 0.6844 0.0948 2.3351
H -1.0106 1.1401 0.8198
H 0.6179 3.7014 0.7634
H 1.8504 3.1993 -0.3908
H 1.1368 4.4794 -2.1105
H 0.5205 5.4793 -0.7964
H -0.6348 4.4274 -1.7076
H -0.5104 2.3678 -2.5836
H -1.9449 0.1991 -3.5102
H -0.1965 0.1053 -3.7111
H -0.2187 -2.2859 -3.4602
H -1.7338 -2.2663 -2.4118
H -1.8950 -2.8887 -4.6366
H -3.0084 -0.6247 -1.6533
H -2.5714 0.0338 -0.0384
H -3.0902 1.8378 -2.4996
H -2.8135 2.2646 -0.7494
H -5.3708 1.2695 -2.0459
H -4.8749 0.2420 -0.7045
H -6.7520 1.8411 1.6040
H -0.8569 -2.2305 -0.4337
H -1.1540 -1.2100 0.9652
H 1.0939 -3.1716 0.5527
H 1.6092 -1.5617 1.1596
H -0.5919 -3.3495 2.3018
H -0.2744 -1.7123 2.9474
H 0.5995 -5.1452 1.3373
H 2.3055 -5.3350 2.0212
H 0.9627 -6.4645 2.4947
H 2.1537 -2.7778 -3.0372
H 1.0882 -2.9312 -1.6392
H 2.9122 -2.7526 -1.4298
H 2.0268 0.8073 -3.2410
H 2.2550 -0.7150 -4.1478
H 3.6134 -0.0260 -3.1209
Cl 1.4770 -6.8990 4.9426
```


Here is a molecular structure, C23H43ClN4Ru from the OMol25 dataset. Energies are from the ωB97M-V functional and the def2-TZVPD basis.

Properties
Relative energy (zero: lowest compared OMol25 entry of this formula, charge and spin): 115.8 kcal/mol
2S+1: 5
Lowest unoccupied orbital energy (spin up / spin down): 4.08 / 3.97 eV
⟨S²⟩: 6.02
Total charge: -2
E: -45604.0493 eV

Geometry as XYZ:
```
72
C23H43ClN4Ru (the ωB97M-V functional and the def2-TZVPD basis)
Ru -0.7262 -0.5669 -0.2444
Cl 0.8433 1.0413 -0.1406
C -3.5731 -3.2630 -0.9298
C -1.6704 -2.1072 -0.9364
N -3.0233 -2.0265 -1.1256
H -2.5494 -5.2169 -0.5800
N -1.3904 -3.4372 -0.8173
H -4.6382 -3.4001 -0.9750
C -3.6919 -0.7130 -1.2501
C -5.1459 -0.9209 -1.6375
C -3.5449 0.0104 0.0799
H -5.7015 -1.4611 -0.8639
H -5.6212 0.0582 -1.7616
H -5.2403 -1.4599 -2.5862
H -3.3724 1.0489 -2.4218
H -2.9736 -0.4643 -3.2716
H -2.4457 0.1882 0.2944
C -2.9114 0.0575 -2.3061
H -3.9440 -0.5989 0.9001
H -4.0443 0.9932 0.0290
H -1.8338 0.2027 -2.0341
C -2.5625 -4.1499 -0.7429
C -0.0576 -4.4354 0.9556
H -0.7023 -5.3157 1.0951
H 0.9693 -4.6852 1.2662
C -0.0515 -4.0122 -0.5142
H 1.9370 -3.2037 -0.2917
C 0.1533 -5.2277 -1.4052
H 0.1378 -4.9445 -2.4612
H -0.4219 -3.6240 1.6013
H 0.6684 -1.9308 -0.3811
H -0.6019 -6.0005 -1.2328
H 1.1465 -5.6376 -1.1897
C 0.9950 -2.9426 -0.7932
H 1.1466 -2.8219 -1.8773
C 2.4822 4.2599 1.0353
N 1.3574 3.4891 0.8139
H 4.5862 3.6042 1.0820
N 3.0799 2.1446 0.7828
H 2.4649 5.3323 1.1605
C -0.0400 4.0010 0.6666
C -0.0695 5.4401 1.1393
C -0.4404 3.9365 -0.7992
H 0.5107 6.0883 0.4705
H -1.1171 5.7690 1.1123
H 0.2992 5.5394 2.1692
H -1.9876 3.5533 1.4422
H -0.6583 3.2293 2.5829
H -0.5597 2.9117 -1.1599
C -0.9646 3.1672 1.5330
H 0.3103 4.4379 -1.4184
H -1.3948 4.4544 -0.9284
H -0.9878 2.1114 1.2426
C 3.5357 3.4248 0.9999
C 4.0820 0.7132 -0.9522
H 4.4351 1.6295 -1.4351
H 4.8203 -0.0704 -1.1496
C 3.9578 0.9285 0.5459
H 4.0185 -1.1374 1.0570
C 5.3163 1.2091 1.1551
H 5.2643 1.4984 2.2118
H 3.1318 0.4164 -1.4029
H 2.3597 -0.5419 0.8435
H 5.8791 1.9707 0.6024
H 5.9069 0.2888 1.1003
C 3.3542 -0.2833 1.2297
H 3.2922 -0.1175 2.3103
C 1.7533 2.2182 0.6240
C -0.8774 -1.1020 1.6990
H -1.7230 -1.7886 1.8955
H 0.0823 -1.5729 1.9872
H -1.0178 -0.1858 2.3008
```


Here is a molecular structure, C23H43ClN5O3SSi3Sn from the OMol25 dataset. Energies are from the ωB97M-V functional and the def2-TZVPD basis.

Properties
Relative energy (zero: lowest compared OMol25 entry of this formula, charge and spin): 43.7 kcal/mol
Lowest unoccupied orbital energy: 2.27 eV
Total charge: -1
E: -90969.2774 eV

Geometry as XYZ:
```
80
C23H43ClN5O3SSi3Sn (the ωB97M-V functional and the def2-TZVPD basis)
Sn 0.4835 -1.2395 -0.6860
C 2.7972 2.5030 -1.3280
O 1.5763 1.9199 -1.0299
Si 0.3216 2.6937 -0.2420
C 1.0159 3.2342 1.4668
C 0.1031 4.4142 -1.0984
C -1.0593 1.4513 -0.4195
Si -1.8355 1.5819 -2.1265
C -0.5182 1.5921 -3.5241
C -2.9318 3.1401 -2.4974
C -2.9473 0.0881 -2.5481
Si -2.2539 1.1542 0.9856
C -2.7487 -0.7053 1.1537
C -3.9863 2.0053 0.9675
C -1.6143 1.6315 2.7454
H 2.6676 3.4924 -1.7802
H 3.3332 1.8581 -2.0305
H 3.4048 2.6244 -0.4214
H 1.7708 4.0096 1.3528
H 1.4834 2.4005 1.9782
H 0.2394 3.6336 2.1075
H 1.0028 5.0257 -1.0655
H -0.6917 4.9813 -0.6244
H -0.1643 4.2875 -2.1415
H 0.2562 2.3169 -3.3048
H -0.9332 1.8290 -4.5020
H -0.0328 0.6195 -3.5860
H -2.6044 3.9791 -1.8936
H -3.9777 2.9665 -2.2665
H -2.8743 3.4479 -3.5385
H -2.3085 -0.7606 -2.7618
H -3.5823 0.2618 -3.4125
H -3.5806 -0.1759 -1.7100
H -3.5242 -0.9559 0.4397
H -3.1245 -0.9574 2.1429
H -1.9078 -1.3640 0.9379
H -4.5732 1.6356 0.1337
H -3.9124 3.0833 0.8624
H -4.5396 1.7943 1.8800
H -0.5391 1.5325 2.8289
H -2.0745 1.0314 3.5280
H -1.8519 2.6694 2.9590
N 0.6871 -0.8850 2.1346
N 0.9543 -1.9263 3.0231
C 1.4059 -3.1047 2.5445
N 1.8637 -3.9821 3.4862
S 1.4384 -3.5287 0.9469
H 1.5043 -0.2642 2.0751
H -0.1345 -0.3612 2.4187
H 1.2982 -1.6673 3.9473
H 1.5456 -3.8762 4.4371
H 1.9673 -4.9296 3.1627
C 5.8202 1.1909 1.7145
N 5.0339 0.4764 0.7423
C 5.5091 0.2482 -0.5058
C 4.7756 -0.3979 -1.4308
C 3.4412 -0.8172 -1.0674
O 2.6710 -1.3674 -1.8815
N 3.0302 -0.6111 0.1896
C 3.7518 0.0099 1.1082
O 3.3649 0.1889 2.2634
H 6.7188 0.6257 1.9767
H 5.1920 1.3060 2.5986
H 6.1113 2.1759 1.3412
H 6.5063 0.6287 -0.6979
H 5.1434 -0.5864 -2.4233
Cl -4.9988 -5.6237 1.2915
C -3.7232 -4.9474 0.3102
C -4.0218 -3.9558 -0.6079
C -3.0090 -3.3894 -1.3497
C -1.6669 -3.7838 -1.2003
C -0.5816 -3.1479 -1.9151
C -1.4194 -4.8295 -0.2911
C -2.4221 -5.3983 0.4635
H -5.0438 -3.6274 -0.7322
H -3.2561 -2.6086 -2.0527
H -0.8836 -2.7510 -2.8885
H 0.2731 -3.8224 -2.0327
H -0.4059 -5.1948 -0.1859
H -2.2021 -6.1989 1.1590
```


Calculated F_max, 2.89 4.87 1.88 1.47 eV/Å (same order as the records).